1.
Molecular formula: C42H42AsCsN4O2S
Method: DFT, ωB97M-V/def2-TZVPD

Each line ends with the Löwdin charge.
CARTESIAN COORDINATES (ANGSTROEM)
1 Cs -0.1798 0.1949 0.5055  1.0168
2 C 7.5499 -2.8096 1.0312  -0.0560
3 C 6.2865 -2.0469 0.7453  -0.2757
4 C 6.2709 -0.8591 0.0886  -0.0053
5 C 5.0600 -0.1564 -0.1710  -0.1247
6 C 5.1262 1.0979 -0.7665  -0.0137
7 N 4.0904 1.8662 -1.0179  0.0699
8 C 4.2148 3.2170 -1.5451  -0.1613
9 C 2.9571 3.6494 -2.2806  -0.1456
10 C 1.7505 3.8488 -1.3598  -0.1478
11 N 1.9464 4.9797 -0.4539  0.0681
12 C 2.5693 5.0650 0.7187  -0.0331
13 C 2.9394 4.1415 1.6892  -0.1247
14 C 3.9147 4.6078 2.6347  -0.0108
15 C 4.4221 3.8132 3.6037  -0.2738
16 C 5.4882 4.2637 4.5619  -0.0544
17 C 3.8770 2.4987 3.7204  0.0241
18 C 2.8671 2.0098 2.9474  -0.0936
19 C 2.3213 0.7005 3.3591  -0.1317
20 N 1.1376 0.2845 3.2091  -0.0017
21 C 0.7896 -0.9396 3.9322  -0.2150
22 C -0.2063 -1.8381 3.2025  -0.2144
23 C 0.4605 -2.8494 2.2640  -0.2327
24 N 1.4448 -2.2044 1.4078  -0.0145
25 C 2.6467 -2.5553 1.5880  -0.1253
26 C 3.8276 -1.9535 0.9624  -0.1043
27 C 5.0359 -2.5498 1.1969  0.0211
28 C 3.7694 -0.7099 0.2015  -0.3006
29 O 2.6949 -0.1392 -0.0809  -0.1264
30 C 2.3552 2.8104 1.8320  -0.3135
31 O 1.4719 2.3958 1.0732  -0.1771
32 H 8.4227 -2.2705 0.6638  0.0736
33 H 7.5392 -3.7911 0.5529  0.0809
34 H 7.6834 -2.9730 2.1025  0.0797
35 H 7.2037 -0.4118 -0.2437  0.1193
36 H 6.0993 1.5012 -1.0389  0.1428
37 H 3.1933 1.4616 -0.7130  0.1111
38 H 5.0715 3.2381 -2.2211  0.1254
39 H 4.4286 3.9106 -0.7266  0.1155
40 H 2.6925 2.8940 -3.0250  0.1248
41 H 3.1718 4.5713 -2.8270  0.1164
42 H 1.5622 2.9580 -0.7693  0.0839
43 H 0.8624 4.0604 -1.9539  0.1323
44 H 1.7674 5.8743 -0.8823  0.1473
45 H 2.8520 6.0909 0.9445  0.1379
46 H 4.2791 5.6259 2.5318  0.1173
47 H 5.7724 5.2981 4.3710  0.0745
48 H 6.3863 3.6482 4.4742  0.0808
49 H 5.1479 4.1940 5.5969  0.0818
50 H 4.2566 1.8635 4.5169  0.1250
51 H 3.0456 0.1054 3.9384  0.1254
52 H 0.3279 -0.6105 4.8670  0.1242
53 H 1.6906 -1.5113 4.2038  0.1128
54 H -0.9484 -1.2278 2.6852  0.0373
55 H -0.7681 -2.4063 3.9452  0.0988
56 H -0.3049 -3.3203 1.6445  0.1025
57 H 0.9290 -3.6411 2.8687  0.1128
58 H 2.8854 -3.3631 2.2976  0.1216
59 H 5.0387 -3.4673 1.7804  0.1239
60 S -3.2707 1.0599 0.8969  0.2984
61 C -4.8700 0.4886 0.5131  -0.7986
62 C -5.9711 1.3586 0.5294  -0.1433
63 C -7.2434 0.9200 0.2072  -0.1117
64 C -7.4633 -0.4064 -0.1414  -0.1153
65 C -6.3918 -1.2880 -0.1515  -0.1162
66 C -5.1095 -0.8598 0.1773  -0.4288
67 As -3.5547 -2.0452 0.1713  1.2768
68 C -3.4834 -2.5225 2.0779  -0.4059
69 C -2.9402 -3.7584 2.4277  -0.1581
70 C -2.8624 -4.1520 3.7570  -0.1065
71 C -3.3005 -3.2944 4.7574  -0.1107
72 C -3.8208 -2.0531 4.4181  -0.0819
73 C -3.9196 -1.6696 3.0857  -0.1033
74 C -4.4351 -3.7021 -0.4429  -0.4183
75 C -4.1306 -4.1298 -1.7317  -0.1307
76 C -4.7124 -5.2749 -2.2626  -0.0979
77 C -5.6020 -6.0150 -1.4988  -0.1007
78 C -5.9096 -5.6019 -0.2087  -0.0883
79 C -5.3315 -4.4539 0.3135  -0.1257
80 H -5.8034 2.3941 0.7965  0.0860
81 H -8.0711 1.6198 0.2268  0.0938
82 H -8.4564 -0.7527 -0.3986  0.0900
83 H -6.5637 -2.3209 -0.4203  0.0821
84 H -2.6187 -4.4448 1.6519  0.1013
85 H -2.4617 -5.1267 4.0099  0.1008
86 H -3.2392 -3.5936 5.7968  0.0971
87 H -4.1687 -1.3810 5.1931  0.1020
88 H -4.3308 -0.7004 2.8288  0.0726
89 H -3.4291 -3.5599 -2.3317  0.0865
90 H -4.4664 -5.5905 -3.2691  0.0969
91 H -6.0544 -6.9110 -1.9050  0.0966
92 H -6.6064 -6.1737 0.3922  0.0998
93 H -5.5864 -4.1379 1.3181  0.1087

Summary:
Highest occupied orbital energy, eV: -5.66
Lowest unoccupied orbital energy, eV: -0.792
Total energy, eV: -126512.4396

2.
Molecular formula: C42H42BrCl2GaN6O2PS
Method: DFT, ωB97M-V/def2-TZVPD

Each line ends with the Löwdin charge.
CARTESIAN COORDINATES (ANGSTROEM)
1 Ga -0.6938 0.1955 -0.2920  0.2021
2 Br 0.5304 6.2223 5.5829  0.7445
3 C 1.7992 4.8674 5.2205  -0.6919
4 C 2.1181 4.5715 3.9042  -0.1163
5 C 3.0271 3.5629 3.6357  -0.0226
6 C 3.6145 2.8671 4.6849  -0.2783
7 C 3.3369 3.2085 5.9994  -0.0232
8 C 2.4054 4.1988 6.2721  -0.1133
9 N 4.6175 1.8652 4.4416  0.0964
10 N 4.3782 0.8928 3.7191  0.0827
11 C 3.0565 0.6521 3.2161  -0.2362
12 C 1.9665 0.4680 4.0243  0.0021
13 C 0.6941 0.1752 3.4992  0.0321
14 C 0.4964 0.0948 2.1405  -0.3281
15 O -0.6819 -0.1256 1.5780  -0.1254
16 C 1.6415 0.2401 1.2949  -0.1541
17 N 1.4166 0.1089 -0.0389  0.0814
18 C 2.4168 0.2486 -0.8795  -0.0955
19 C 3.7316 0.4841 -0.4484  -0.0108
20 C 3.9839 0.6033 0.8920  0.0361
21 C 2.9215 0.4895 1.8153  -0.0906
22 H 1.6588 5.1236 3.0961  0.0841
23 H 3.2798 3.3225 2.6109  0.1188
24 H 3.8425 2.6901 6.8036  0.1203
25 H 2.1633 4.4577 7.2931  0.1056
26 H 2.0787 0.5594 5.0967  0.1257
27 H -0.1498 0.0398 4.1626  0.1260
28 H 2.1850 0.1753 -1.9362  0.1178
29 H 4.5225 0.5728 -1.1790  0.1145
30 H 4.9864 0.7824 1.2580  0.1237
31 Cl 0.5009 4.9710 0.0553  0.7391
32 C 0.3431 4.0201 -1.3801  -0.5734
33 C 0.5806 4.6178 -2.6296  -0.1071
34 C 0.4463 3.9037 -3.7866  -0.6080
35 Cl 0.7219 4.6730 -5.3138  0.7209
36 C 0.0817 2.5353 -3.7449  -0.1642
37 C -0.1009 1.7096 -4.8764  0.0088
38 C -0.4839 0.4072 -4.7119  -0.0065
39 C -0.6646 -0.0992 -3.4153  -0.0828
40 N -0.4760 0.6372 -2.3431  0.0722
41 C -0.1289 1.9513 -2.4811  -0.1403
42 C -0.0311 2.6946 -1.2613  -0.3741
43 O -0.3165 2.1063 -0.1359  -0.0973
44 H 0.8657 5.6601 -2.6664  0.1134
45 H 0.0563 2.1228 -5.8634  0.1019
46 H -0.6404 -0.2459 -5.5580  0.1188
47 H -0.9616 -1.1268 -3.2623  0.0954
48 C -0.7747 -3.5751 1.9922  -0.0711
49 C -0.0415 -3.7037 0.6533  -0.6507
50 C 1.3893 -3.1881 0.8411  -0.0730
51 C 0.0662 -5.1747 0.2396  -0.0691
52 P -0.9160 -2.6491 -0.6462  1.1767
53 C -0.0912 -3.2249 -2.1822  -0.3659
54 C 1.1497 -2.6458 -2.4564  -0.1331
55 C 1.8854 -2.9987 -3.5763  -0.0633
56 C 1.3832 -3.9380 -4.4652  -0.0677
57 C 0.1513 -4.5220 -4.2123  -0.0595
58 C -0.5752 -4.1748 -3.0809  -0.0870
59 C -2.7304 -3.1273 -0.7230  -0.6572
60 C -3.0913 -4.6177 -0.6831  -0.0787
61 C -3.4326 -2.4616 0.4857  -0.1242
62 C -3.2830 -2.5183 -2.0231  -0.1095
63 H -0.1642 -4.0437 2.7677  0.0960
64 H -1.7354 -4.0861 1.9837  0.0666
65 H -0.9327 -2.5314 2.2695  0.0733
66 H 1.8600 -3.7778 1.6313  0.0992
67 H 1.4149 -2.1483 1.1527  0.0580
68 H 1.9945 -3.3129 -0.0565  0.0781
69 H 0.6225 -5.7052 1.0165  0.0962
70 H 0.6171 -5.2896 -0.6945  0.0822
71 H -0.8962 -5.6663 0.1349  0.0626
72 H 1.5465 -1.9027 -1.7797  0.0637
73 H 2.8487 -2.5381 -3.7551  0.1102
74 H 1.9479 -4.2156 -5.3451  0.1099
75 H -0.2485 -5.2620 -4.8931  0.1118
76 H -1.5224 -4.6631 -2.9152  0.0834
77 H -2.8683 -5.0564 0.2873  0.0675
78 H -2.6056 -5.2218 -1.4456  0.0653
79 H -4.1709 -4.7036 -0.8315  0.0982
80 H -3.5465 -3.1660 1.3066  0.0762
81 H -4.4318 -2.1339 0.1943  0.0849
82 H -2.9028 -1.5969 0.8850  0.0098
83 H -2.8879 -3.0022 -2.9148  0.0682
84 H -3.0829 -1.4489 -2.0934  0.0161
85 H -4.3678 -2.6448 -2.0314  0.0957
86 C -2.6337 2.8625 1.8536  0.0188
87 N -2.9122 3.2179 0.4665  -0.0880
88 C -3.0024 4.4995 -0.0347  -0.0381
89 C -3.2500 4.4025 -1.3586  -0.0390
90 N -3.2976 3.0545 -1.6395  0.1021
91 C -3.0837 2.3348 -0.5242  -0.6787
92 S -3.1055 0.6190 -0.4122  0.8311
93 H -2.3747 3.7724 2.3876  0.1028
94 H -1.7996 2.1664 1.8849  0.0732
95 H -3.5161 2.4061 2.2975  0.1061
96 H -2.8742 5.3620 0.5931  0.1319
97 H -3.3913 5.1580 -2.1088  0.1289
98 H -3.4731 2.6288 -2.5347  0.1645

Summary:
Highest occupied orbital energy, eV: -9.93
Lowest unoccupied orbital energy, eV: -3.017
Total energy, eV: -224857.4804
Net charge: +1

Calculated energy above the lowest of the compared OMol25 structures with the same formula, charge and spin in order - 20.0, 0.0 kcal per mole
Calculated orbital gap in order - 4.87, 6.91 eV